1.
This record from the OMol25 dataset describes the ion C44H49O2Si with charge +1. The level of theory is ωB97M-V/def2-TZVPD.

Positions of all 96 atoms, in Å:
H 0.540 -2.223 -7.302
H -4.582 -1.787 -1.405
C -2.700 1.708 6.420
C 3.971 -1.170 -2.292
H 0.427 -1.649 -4.877
H -2.232 1.780 8.514
H -0.490 1.654 2.121
C -0.085 2.164 -1.007
H -4.367 -0.407 -0.329
H -1.676 -4.278 2.987
H -0.586 1.518 6.815
C 3.933 4.074 -3.656
H -2.933 1.026 0.597
H -1.399 3.876 2.403
H -4.533 -3.653 -0.159
H -1.322 1.276 -2.510
C -1.433 -2.483 1.839
H 0.770 0.545 3.871
C 2.580 -1.545 -7.536
C -0.358 -1.974 2.759
C 6.382 -1.370 -2.009
H 2.880 3.971 -5.553
H 1.055 1.507 5.322
C 0.504 -0.019 -1.298
C -0.957 -0.082 -0.927
C 1.341 -1.456 -5.445
C 0.487 1.474 4.384
C -2.061 -3.680 2.159
H 4.796 -4.203 -0.960
H -4.258 1.957 2.099
H 4.507 -0.241 -5.052
O 1.064 1.138 -1.007
C 4.207 3.426 -2.448
C -4.497 1.649 3.118
C -3.956 -5.318 1.896
H -0.120 2.496 0.032
H -4.724 1.815 5.698
C -3.060 -2.096 0.071
H 4.370 5.057 -3.858
H -2.786 -0.008 1.991
C -3.825 -1.199 -0.870
H -0.246 -0.306 1.009
H 5.406 0.361 -2.846
H -3.303 -6.202 1.909
C -1.966 1.593 3.683
H 1.899 1.744 -5.089
H -3.023 3.386 1.910
C -1.955 3.172 1.768
C 3.628 -0.668 -5.545
C -3.668 1.730 5.418
C -1.869 -1.719 0.739
C 3.700 -0.990 -6.902
C -3.653 -3.318 0.401
H 4.856 3.880 -1.699
C -0.986 1.537 4.698
H 0.820 2.324 3.774
H -3.212 -0.714 -1.634
O 1.043 -0.773 -2.202
C -3.328 1.650 4.066
C -1.582 1.740 2.195
C 2.543 2.217 -4.347
C -1.361 1.576 6.044
C -3.202 -4.095 1.469
H -5.275 2.329 3.494
Si 2.522 -0.286 -3.044
H 3.862 1.664 -1.249
H -4.371 -5.207 2.910
C 2.868 1.533 -3.166
H 2.814 -2.904 -1.697
H -3.603 2.813 8.035
H -0.155 -2.714 3.542
H 7.376 -0.933 -2.115
H -4.790 -5.495 1.204
H 7.083 -3.220 -1.147
H -3.819 1.061 8.133
C -2.187 0.629 1.310
H 0.579 -1.784 2.221
H -1.406 -0.847 -1.580
C -3.106 1.849 7.857
C -1.223 -0.337 0.512
H -1.691 3.383 0.727
C 6.212 -2.650 -1.475
C 3.649 2.166 -2.192
C 1.409 -1.781 -6.804
H 0.158 2.963 -1.716
H -0.670 -1.043 3.258
C 3.099 3.477 -4.605
C 2.445 -0.869 -4.814
C 5.262 -0.635 -2.419
H -2.227 1.714 -1.063
C -1.267 1.333 -1.411
C 3.809 -2.463 -1.769
H 4.625 -0.803 -7.454
H 2.630 -1.794 -8.597
H -4.960 0.650 3.063
C 4.932 -3.199 -1.363

Its total charge is +1. The calculation puts the relative energy (zero: lowest compared OMol25 entry of this formula, charge and spin) at 0.000 eV. Its spin multiplicity is 1.

---

2.
This record from the OMol25 dataset describes a structure of composition C44H50BClHfIN10OTe. The level of theory is ωB97M-V/def2-TZVPD.

Positions of all 110 atoms, in Å:
C 0.753 -4.017 1.933
H 5.102 0.465 2.794
H -2.911 4.801 6.065
C 0.791 -2.992 -2.650
H -3.845 -1.947 -2.698
C -5.672 2.631 -0.933
H 4.765 -3.734 -0.076
H -0.621 2.215 -2.322
H -0.904 -0.523 3.910
H 0.309 -2.135 -4.629
N 2.054 -4.662 -0.540
C 1.615 2.243 -0.541
H -4.391 0.153 1.002
N 0.888 -3.065 0.938
C -3.759 3.412 0.299
C -4.821 3.663 -0.562
C -1.630 2.111 -2.683
C -3.190 3.885 5.578
C 2.771 3.075 -0.823
H 3.868 -8.072 -2.474
H 5.974 3.043 -1.990
N -2.205 -1.326 -1.470
C 4.356 -0.668 1.153
Hf 1.233 0.075 0.218
H -6.499 2.795 -1.608
N -2.241 0.836 -2.339
C 3.998 2.594 -1.363
H -2.310 -1.448 0.613
H 1.881 0.656 -4.344
H -1.813 4.157 3.932
H -1.732 -2.941 -0.198
H -3.248 0.284 -4.171
H -2.302 -1.499 -3.582
C 4.967 4.823 -1.392
C -1.319 -1.347 3.295
C 4.841 0.609 1.725
H 0.748 0.271 3.017
H -3.077 4.196 0.597
C -2.739 -1.957 -2.678
I 4.134 0.611 -2.007
H -4.617 3.310 7.061
C 0.442 2.960 -0.274
H 3.661 6.423 -0.826
C 5.189 -1.785 0.976
C -0.245 -2.121 2.593
C 4.446 -2.771 0.301
N 3.120 -0.972 0.665
B 1.882 -3.157 -0.238
C 0.165 -3.391 3.034
H 0.641 -4.059 -2.743
H -4.122 -0.130 -2.654
C 1.493 5.138 -0.194
N 0.280 -1.882 1.348
H -0.591 4.794 0.212
H 0.111 0.699 -4.228
C -4.141 3.039 6.134
H 1.100 -5.043 1.840
C -2.572 3.535 4.401
H -0.021 -3.864 4.005
H 5.758 0.974 1.190
N 3.132 -5.085 -1.225
C -3.578 2.140 0.838
O -0.784 0.297 -0.620
H 2.436 0.451 2.513
H -4.929 4.653 -0.966
C -2.853 2.308 3.810
C 0.628 -1.961 -3.600
C 0.971 -0.745 -2.977
H -3.980 1.568 -3.165
C 1.400 0.814 2.314
H 1.105 -7.642 -1.643
H -3.464 -2.473 -0.323
H -2.208 2.973 -2.290
H -2.381 -3.008 -2.645
C 1.031 0.576 -3.623
H 0.206 -5.662 0.057
Cl 1.398 2.486 2.926
H -2.008 -0.920 2.569
C 2.926 -6.300 -1.764
C -3.457 0.598 -3.118
C -3.781 1.447 4.369
H -3.995 0.498 3.899
C -5.490 1.365 -0.388
H -1.837 -2.078 3.946
C -4.451 1.846 5.512
C 1.610 -6.720 -1.376
H 4.072 1.429 1.691
H 1.460 6.209 0.010
C 5.059 3.446 -1.612
N 1.255 -2.419 -1.484
C 1.110 -5.703 -0.556
C 0.383 4.358 -0.057
C -4.469 1.124 0.529
H 3.991 -6.646 -3.573
H 5.012 -6.689 -2.112
H 1.093 1.411 -2.903
C 3.781 5.359 -0.954
H -1.639 2.225 -3.777
N 1.359 -1.028 -1.701
Te -1.855 1.748 2.008
H -0.516 2.429 -0.253
C -1.691 -0.051 -1.461
H -5.242 1.212 5.885
C -2.433 -2.078 -0.264
C 2.689 4.511 -0.644
H 5.848 5.436 -1.576
H -6.088 0.544 -0.777
H 6.199 -1.914 1.316
C 4.008 -6.974 -2.521
N 3.165 -2.334 0.162

Its total charge is +2. The calculation puts the relative energy (zero: lowest compared OMol25 entry of this formula, charge and spin) at 0.000 eV. Its spin multiplicity is 2.

---

3.
This record from the OMol25 dataset describes a structure of composition C44H50N4O4RuSSb. The level of theory is ωB97M-V/def2-TZVPD.

Positions of all 105 atoms, in Å:
H 0.626 2.578 -2.896
H -2.134 -5.736 1.111
C -0.939 -1.522 4.565
C -2.888 2.985 3.517
H -3.724 3.949 5.244
H -4.643 1.918 -1.512
C -2.837 1.419 -0.482
H 1.095 4.177 5.700
H 2.216 -2.106 6.688
C -1.156 -2.655 0.435
Ru -0.374 0.202 0.401
C 1.674 2.091 2.025
H 2.127 -0.211 5.162
C 2.897 3.471 -0.498
H 0.110 5.308 -1.159
H -4.910 4.100 -0.688
H -3.880 -4.965 2.601
C -3.145 0.162 -0.092
C 0.566 2.921 0.043
H -4.623 -0.796 1.087
H 5.176 -1.611 -1.513
C -3.008 4.371 0.093
C 1.765 3.372 3.840
C 1.390 1.141 3.187
C 1.153 5.032 -1.106
H 4.967 -2.742 1.872
C -2.817 2.419 -2.594
H -3.319 5.306 0.543
H 4.517 0.512 3.056
N -1.214 -3.951 0.725
C -1.151 1.745 5.281
H 6.321 -1.364 -0.176
C -3.912 3.686 -0.607
C -1.419 1.810 -2.242
H 2.749 2.069 1.821
H 2.123 0.332 3.134
C 0.151 -0.663 4.419
H -2.172 2.828 6.816
Sb 3.860 -0.607 0.638
C 5.482 -0.930 -0.719
H -1.749 -3.237 5.554
C 0.838 4.246 4.643
H 3.664 -3.298 0.798
H 3.275 4.889 3.612
H 1.799 6.816 -2.076
H 3.205 2.507 -0.113
N -2.059 -0.685 0.138
C -0.438 2.752 -2.853
H 3.263 -2.607 2.377
H -1.309 0.779 -2.582
H -3.568 3.456 2.818
H -3.307 1.791 -3.342
C 2.107 5.880 -1.630
C -4.529 -0.359 0.092
C 5.069 0.358 2.128
C -2.471 3.752 -3.190
O 1.283 3.337 2.490
C -2.976 3.259 4.874
C 0.251 -2.811 6.210
C 3.840 4.325 -1.033
H -0.477 1.264 5.978
C -2.107 2.629 5.754
H -4.756 -1.148 -0.626
C 1.528 3.813 -0.502
C -1.602 4.036 0.292
C 3.456 5.540 -1.591
C -1.050 1.467 3.919
H -1.832 -1.344 3.979
H 4.884 4.040 -1.026
H -3.203 4.475 -3.514
H -3.129 -4.608 0.201
O 1.038 1.807 0.768
H -5.255 0.443 -0.004
C 3.950 -2.547 1.533
N -1.429 1.741 -0.706
C -1.935 2.088 3.052
H -1.902 1.865 1.995
C -2.437 -4.693 1.041
O 1.718 1.993 4.275
H 0.289 -3.641 6.903
H -0.196 3.944 4.504
H 4.197 6.208 -2.007
H 3.842 3.254 3.228
C 0.004 0.485 3.404
N -2.300 -1.967 0.353
C -0.891 -2.585 5.447
C 1.280 -0.884 5.196
O -0.474 -0.159 2.237
H -2.357 -4.259 3.155
H 5.416 1.326 1.765
C 1.330 -1.955 6.086
H -1.025 4.779 0.832
H -3.521 -3.267 2.267
H 5.793 0.011 -1.171
C 3.207 3.839 3.893
H -0.345 -4.458 0.698
C -0.889 2.971 -0.097
C -3.088 -4.261 2.345
H 5.935 -0.271 2.335
H 3.582 3.720 4.909
H 0.956 5.282 4.325
C -3.677 2.365 -1.286
S 0.402 -1.920 0.134
H -0.613 4.698 -3.826
C -1.106 3.859 -3.354

Its total charge is +1. The electronic energy comes out at -2959.5562 hartree. Its spin multiplicity is 5.

---

4.
This record from the OMol25 dataset describes a structure of composition C44H50N8OPbSSeSi. The level of theory is ωB97M-V/def2-TZVPD.

Positions of all 107 atoms, in Å:
C -3.527 -1.985 -1.573
H 0.774 2.593 4.597
H -3.233 -2.518 1.925
H -0.259 2.817 -0.128
C 2.350 -2.479 -2.488
H -3.403 -3.038 -1.804
C -1.670 1.927 2.565
H 4.337 -1.903 3.312
H 1.838 -5.196 -1.057
C 4.016 -3.914 1.287
H 5.452 2.658 -0.921
C -1.897 3.592 1.124
H -2.178 0.411 0.405
H 7.288 -3.071 -0.552
H -1.582 1.511 4.676
N -4.756 3.418 2.110
C 3.808 -0.974 3.475
H -5.065 -1.677 -3.032
H -6.339 -0.902 1.574
C 3.941 -3.247 0.059
H 3.254 -1.512 -4.128
H -4.781 0.567 2.792
H -3.380 -3.823 0.700
H 2.287 3.495 4.464
H -2.111 -3.918 1.957
C 4.439 0.574 -3.435
N -0.756 1.735 1.651
C -0.405 0.978 -3.772
C -5.437 0.966 2.031
N 3.583 -0.126 -1.256
H -7.814 2.385 -0.770
C -2.696 -3.252 1.326
H 5.259 -4.797 2.797
H 1.357 3.102 3.014
C -2.846 -0.027 -0.323
C 4.380 0.230 3.084
H 5.604 2.355 -3.421
H -1.580 2.606 -4.593
C -7.164 1.988 -0.002
N -5.149 4.510 1.410
H 1.308 -2.328 -2.792
H 0.325 -4.276 -1.162
C 0.013 0.496 -2.444
C -0.886 2.767 0.748
C 1.872 0.228 4.248
H 0.544 1.667 -5.596
C 5.055 1.672 -2.786
N -6.042 4.178 0.563
C 2.424 1.436 3.842
S -1.541 -2.365 0.276
C -4.572 0.139 -1.992
C 3.693 -0.348 -2.594
C 4.214 0.898 -0.723
H 4.140 2.357 2.948
N -2.405 3.049 2.292
C -1.261 2.241 -3.613
C -2.751 -1.378 -0.595
C 0.336 0.076 -1.350
H -3.847 1.795 -0.837
H -2.147 2.029 -3.013
H 1.445 2.068 -4.123
Si 2.235 -2.757 -0.601
H 7.370 -4.245 1.626
H -2.110 -0.365 -3.872
C -7.164 0.657 0.339
H 1.456 0.413 -4.745
C -4.451 -1.219 -2.267
C 6.369 -3.309 -0.029
H 4.104 1.002 0.354
H -2.319 4.480 0.685
H 2.093 -1.904 4.363
C 0.838 1.301 -4.609
C 5.233 -4.276 1.847
N 3.140 -1.425 -3.118
C 4.971 1.838 -1.435
H -3.747 2.927 3.862
H 5.137 -2.451 -1.544
H 0.992 -4.697 0.410
H 3.102 -4.156 1.822
H -0.632 -1.021 -4.594
H -0.692 3.030 -3.118
H 0.890 0.221 4.706
C -3.768 0.732 -1.031
H 2.686 -3.418 -2.941
H -5.287 0.738 -2.542
C -6.278 2.822 0.687
H -1.276 0.147 3.580
H -3.499 4.566 3.225
C -3.595 3.515 2.960
C 6.417 -3.968 1.191
Pb 1.451 -0.440 0.567
C 1.258 -4.387 -0.604
H 5.366 0.236 2.635
C 2.551 -0.970 4.060
C 1.671 2.729 3.991
C -5.439 2.318 1.675
O -0.813 -1.461 1.237
N 4.656 0.539 -4.759
C -6.311 0.156 1.345
C -1.884 1.035 3.739
H -7.828 -0.028 -0.172
H -1.555 0.226 -5.452
C -1.228 -0.116 -4.466
C 3.691 1.421 3.263
Se 4.122 -0.659 -5.915
C 5.146 -2.957 -0.584
H -2.925 0.724 3.845

Its total charge is 0. The calculation puts the relative energy (zero: lowest compared OMol25 entry of this formula, charge and spin) at 0.998 eV. Its spin multiplicity is 1.

---

> The lowest total charge belongs to which entry?

C44H50N8OPbSSeSi